No. 1
Here is a 2-piece molecular cluster, CCl3NSi overall from the Open Molecules 2025 dataset. Energies are from ωB97M-V/def2-TZVPD.

Positions of all 6 atoms, in Å:
C (0.59113, 0.55004, 1.57717)
N (1.27905, 0.45071, 2.49303)
Si (-0.48522, 0.74726, 0.02347)
Cl (-0.14925, -3.38193, -2.41849)
Cl (-0.63639, 2.64440, -0.65074)
Cl (-0.59932, -1.01049, -1.02445)

net charge	0
ΔE to the lowest compared entry with this formula, charge and spin	75.23	kcal per mole
LUMO (spin up / spin down)	-2.1 / -3.8	eV
maximum force	1.9	eV/Å
Kohn-Sham gap (spin up / spin down)	0.3331 / 0.1710	Ha
total energy	-47970.884	eV

No. 2
Here is C27H26AsCl3NO2PPd as an isolated structure from the Open Molecules 2025 dataset. Energies are from ωB97M-V/def2-TZVPD.

Positions of all 62 atoms, in Å:
Pd (0.71197, 0.21541, 0.96628)
Cl (1.38945, -6.86792, 0.28831)
C (1.44470, -5.20912, 0.80594)
C (0.38451, -4.36727, 0.52248)
C (0.45953, -3.05007, 0.93297)
Cl (-0.87899, -1.98577, 0.53854)
C (1.54871, -2.49670, 1.64424)
O (1.60811, -1.28286, 2.06124)
C (2.59272, -3.42192, 1.89773)
Cl (3.98063, -2.84489, 2.75552)
C (2.55229, -4.74047, 1.49449)
H (-0.48202, -4.72703, -0.01299)
H (3.38060, -5.39663, 1.71506)
N (-0.30469, 1.70043, 0.10389)
P (-0.49104, 2.51122, 1.44523)
C (-1.89240, 2.07679, 2.53638)
C (-1.97118, 0.77923, 3.04027)
C (-3.05942, 0.38060, 3.79530)
C (-4.09318, 1.27322, 4.04924)
C (-4.02729, 2.56442, 3.55029)
C (-2.93018, 2.96584, 2.79992)
C (0.99816, 2.11869, 2.43733)
C (2.19105, 2.00485, 1.69559)
C (3.36997, 1.60006, 2.32919)
C (3.36575, 1.33647, 3.68091)
C (2.19494, 1.48543, 4.43071)
C (1.02180, 1.86255, 3.82050)
C (-0.65154, 4.29532, 1.21306)
C (-1.13989, 4.76265, -0.00101)
C (-1.29081, 6.12495, -0.20476)
C (-0.94104, 7.02027, 0.79672)
C (-0.43667, 6.55560, 2.00289)
C (-0.29401, 5.19287, 2.21228)
H (-1.17054, 0.06961, 2.84842)
H (-3.10250, -0.62847, 4.18307)
H (-4.94687, 0.96013, 4.63496)
H (-4.82994, 3.26371, 3.74302)
H (-2.88972, 3.97731, 2.41768)
H (2.19515, 2.27715, 0.64597)
H (4.26836, 1.46895, 1.74289)
H (4.27153, 1.00163, 4.16823)
H (2.20798, 1.28215, 5.49308)
H (0.10814, 1.94081, 4.39688)
H (-1.38425, 4.05155, -0.77967)
H (-1.67544, 6.48986, -1.14763)
H (-1.05435, 8.08391, 0.63413)
H (-0.15324, 7.25408, 2.77935)
H (0.10001, 4.82819, 3.15455)
C (-0.05445, -0.01173, -2.58709)
As (1.71159, -0.63888, -2.15690)
C (2.89388, 0.00493, -3.53576)
C (1.73956, -2.56799, -2.26341)
O (2.26383, -0.11660, -0.68436)
H (-0.16168, 0.07942, -3.66806)
H (-0.19911, 0.94644, -2.08160)
H (-0.78961, -0.71411, -2.19748)
H (2.57954, -0.36401, -4.51125)
H (3.90431, -0.33811, -3.31758)
H (2.87542, 1.09330, -3.52834)
H (2.06915, -2.89053, -3.25047)
H (0.74799, -2.96484, -2.05870)
H (2.43108, -2.93092, -1.50288)

net charge	0
LUMO	-0.4	eV
maximum force	0.5	eV/Å
Kohn-Sham gap	0.2541	Ha
total energy	-145179.276	eV

No. 3
Here is a 4-piece molecular cluster, C3H13O3S overall from the Open Molecules 2025 dataset. Energies are from ωB97M-V/def2-TZVPD.

Positions of all 20 atoms, in Å:
C (-2.49502, 0.91424, 0.28696)
C (-1.99935, 0.54718, -1.15857)
C (-0.51846, 0.97350, -1.28104)
S (0.65143, -0.03956, -0.19265)
H (-2.11014, 0.13236, 0.93712)
H (-2.03538, 1.85447, 0.61631)
H (-3.54581, 1.11032, 0.08624)
H (-2.56895, 1.13364, -1.89295)
H (-2.05444, -0.52176, -1.35445)
H (-0.03554, 0.84974, -2.24990)
H (-0.47597, 2.00849, -0.93874)
H (4.09220, 0.24357, 2.12725)
H (3.40730, 0.91941, 1.02671)
O (4.27158, 0.92584, 1.46549)
H (-0.30544, -1.65025, -1.08486)
H (-0.00341, -3.11777, -1.44360)
O (-0.73534, -2.51887, -1.34140)
H (1.98585, -1.70441, 2.75474)
H (1.92068, -0.80155, 1.52170)
O (2.55420, -1.25859, 2.11567)

net charge	-1
ΔE to the lowest compared entry with this formula, charge and spin	16.32	kcal per mole
LUMO	3.6	eV
maximum force	2.1	eV/Å
Kohn-Sham gap	0.2586	Ha
total energy	-20301.005	eV

No. 4
Here is C6H10N2 as an isolated structure from the Open Molecules 2025 dataset. Energies are from ωB97M-V/def2-TZVPD.

Positions of all 18 atoms, in Å:
C (0.99652, -1.30243, 0.81234)
C (-0.04956, -0.26255, 0.56831)
C (-1.43577, -0.92502, 0.43201)
C (-1.24392, -0.99704, -1.06906)
C (-0.33475, 0.15784, -0.79511)
C (0.58337, 1.01205, 1.08266)
H (1.95109, -0.79991, 0.61276)
H (0.88033, -1.30238, 1.92188)
H (0.97117, -2.33414, 0.35393)
H (-1.46773, -1.93648, 0.86532)
H (-2.10104, -0.18348, 0.88774)
H (-1.06105, -2.00809, -1.45852)
H (-2.21673, -0.76713, -1.59505)
H (-1.20536, 0.80257, -0.71199)
H (0.54808, 1.65571, -1.89686)
H (0.88285, 1.30533, 2.07296)
N (0.71068, 1.08899, -1.10827)
N (0.96404, 1.69256, 0.07412)

net charge	0
ΔE to the lowest compared entry with this formula, charge and spin	105.16	kcal per mole
LUMO	1.0	eV
maximum force	3.9	eV/Å
Kohn-Sham gap	0.3499	Ha
total energy	-9359.877	eV

No. 5
Here is one molecule with the formula C2H13N3Si3 from the Open Molecules 2025 dataset. Energies are from ωB97M-V/def2-TZVPD.

Positions of all 21 atoms, in Å:
C (0.21216, 1.66524, 2.05672)
C (0.90722, 0.26963, 2.29439)
N (-0.40723, 1.54885, 0.72390)
N (-0.22284, -0.65001, 1.97147)
N (-0.43432, -0.86587, -1.49262)
Si (-1.07163, -0.02508, 0.52069)
Si (1.00246, -1.83195, -1.44367)
Si (-1.10065, 0.09299, -2.73893)
H (-0.64221, 1.79620, 2.83713)
H (0.94131, 2.52012, 2.14449)
H (1.79275, 0.35001, 1.69880)
H (1.20498, 0.00135, 3.42696)
H (0.13807, 1.98277, 0.01284)
H (0.09532, -1.59152, 1.73354)
H (-2.48279, 0.06161, 0.20129)
H (2.27898, -1.26370, -1.38728)
H (0.99142, -2.29993, -2.93624)
H (0.86437, -2.80005, -0.27046)
H (-2.25001, 0.62028, -2.14660)
H (-0.26190, 1.35146, -3.27193)
H (-1.55546, -0.93239, -3.93448)

net charge	0
spin multiplicity	3
LUMO (spin up / spin down)	0.7 / -3.4	eV
<S²>	2.01
maximum force	3.9	eV/Å
Kohn-Sham gap (spin up / spin down)	0.1820 / 0.2048	Ha
total energy	-30382.745	eV